(1)
The following is a DFT calculation (ωB97M-V/def2-TZVPD) of a molecular structure, C31H44AsBrCoN3OSSi3.

## Properties
**E_LUMO (spin up / spin down)**: -0.0234 / -0.0272 Ha
**Energy relative to the best compared isomer or geometry (same formula, charge and spin)**: 0.159 eV
**Multiplicity**: 5
**Frontier orbital gap (spin up / spin down)**: 6.65 / 6.68 eV
**Electronic energy**: -8906.59387 a.u.

Element x y z (Å)
Co: 0.19800 -0.46905 -1.32171
Br: -2.90533 5.97987 -3.55038
C: -1.81776 4.51250 -3.03697
C: -0.47041 4.47245 -3.44315
C: 0.32900 3.42601 -3.08416
C: -0.15673 2.33985 -2.28977
O: 0.63100 1.38738 -1.97503
C: -1.53172 2.40526 -1.89357
C: -2.15858 1.41154 -1.07975
N: -1.60841 0.33976 -0.62974
C: -2.35551 -0.51225 0.21177
C: -3.44225 -0.15541 0.96171
C: -4.13357 -1.11413 1.73388
C: -3.74025 -2.41856 1.74725
C: -2.59856 -2.81458 1.01134
C: -2.11509 -4.14494 0.97891
C: -1.00098 -4.43095 0.25387
C: -0.33164 -3.38531 -0.41889
N: -0.73670 -2.14421 -0.39993
C: -1.88774 -1.85176 0.27526
C: -2.33404 3.50518 -2.28235
H: -0.07222 5.27831 -4.04601
H: 1.36524 3.38439 -3.39459
H: -3.20991 1.59993 -0.84534
H: -3.77597 0.87382 0.98315
H: -4.98887 -0.80186 2.31850
H: -4.27939 -3.15726 2.32675
H: -2.64014 -4.91597 1.53010
H: -0.60533 -5.43534 0.19511
H: 0.57471 -3.56800 -0.98890
H: -3.37038 3.53901 -1.96604
C: -0.09754 -1.06551 3.43123
Si: 1.65736 -1.18605 2.78976
C: 2.83083 -0.77913 4.18807
C: 2.01305 -2.94171 2.24659
As: 1.75769 0.16276 0.86520
Si: 1.32815 2.31780 1.70921
C: -0.52336 2.50660 1.88346
C: 2.10731 2.63533 3.38329
C: 1.95685 3.58676 0.49120
Si: 4.03880 0.24078 0.27461
C: 4.65243 -1.51416 0.11341
C: 5.09363 1.12431 1.54939
C: 4.15344 1.18708 -1.32097
H: -0.29133 -1.85063 4.16774
H: -0.82224 -1.17276 2.62264
H: -0.27478 -0.10110 3.91367
H: 2.89100 -1.63972 4.86089
H: 2.49538 0.08047 4.76735
H: 3.83714 -0.56997 3.82530
H: 1.58291 -3.65210 2.95823
H: 3.08782 -3.12401 2.19071
H: 1.59138 -3.14654 1.26092
H: -0.97712 1.64779 2.38390
H: -0.98340 2.61087 0.90076
H: -0.75238 3.40563 2.46304
H: 1.48990 2.23144 4.18881
H: 2.20019 3.71375 3.54130
H: 3.10009 2.19335 3.46428
H: 1.83925 3.23915 -0.53706
H: 3.01254 3.81185 0.66018
H: 1.38950 4.51504 0.60184
H: 4.98326 -1.89798 1.08087
H: 5.50088 -1.54635 -0.57501
H: 3.88058 -2.17433 -0.28607
H: 5.18339 0.55999 2.47836
H: 4.70695 2.11690 1.78759
H: 6.09997 1.25144 1.13853
H: 3.49563 0.74119 -2.06991
H: 5.18196 1.17594 -1.69239
H: 3.85306 2.22501 -1.17317
N: -1.09677 -0.67605 -3.38874
C: -2.37913 -1.24199 -3.34959
C: -3.50972 -0.42829 -3.33716
C: -4.77123 -0.99035 -3.20665
C: -4.92333 -2.36416 -3.08333
C: -3.79406 -3.17371 -3.09451
C: -2.52949 -2.62226 -3.22412
H: -0.37652 -1.25989 -3.79479
H: -1.05839 0.26149 -3.76609
H: -3.39410 0.64598 -3.43472
H: -5.64187 -0.34645 -3.20746
H: -5.90852 -2.79970 -2.98472
H: -3.89777 -4.24778 -3.00279
H: -1.64745 -3.25314 -3.22320
S: 1.82777 -1.55853 -2.31120

=====

(2)
The following is a DFT calculation (ωB97M-V/def2-TZVPD) of a molecular structure, C31H44BrN3OP2Pt at a distorted geometry.

## Properties
**E_LUMO (spin up / spin down)**: -0.2745 / -0.3411 Ha
**Energy relative to the best compared isomer or geometry (same formula, charge and spin)**: 7.430 eV
**Multiplicity**: 3
**Total charge**: +2
**Frontier orbital gap (spin up / spin down)**: 6.25 / 4.42 eV
**Electronic energy**: -4822.34148 a.u.

Element x y z (Å)
C: -0.27407 5.56487 -3.60861
C: -0.39321 4.21440 -4.09062
C: -0.78356 4.05696 -5.45342
C: -1.05605 5.18477 -6.23212
N: -0.95447 6.43395 -5.75487
C: -0.56987 6.62209 -4.48110
C: -0.18051 3.06307 -3.35107
C: -0.32665 2.10331 -2.50667
C: -1.37311 2.16588 -1.34864
C: -0.98570 2.45257 -0.03091
C: -1.90851 2.28150 1.00223
C: -3.20774 1.84203 0.68026
C: -3.67215 1.99617 -0.64228
C: -2.75238 2.23627 -1.66306
Pt: 0.01817 0.34305 -1.96215
P: 1.98445 -0.99898 0.05404
H: -0.91480 3.06147 -5.87242
H: 0.00403 5.78986 -2.57774
H: -1.37268 5.06071 -7.27698
H: -0.50326 7.66939 -4.14254
H: -3.02809 2.35857 -2.71324
H: 0.08037 2.57752 0.14217
H: -4.71372 1.83565 -0.88098
H: -1.57510 2.28641 2.02970
C: 2.10560 -2.55897 1.11712
C: 2.82979 -3.80669 0.67041
H: 1.06943 -2.78156 1.38468
H: 2.56148 -2.21037 2.04842
H: 2.70505 -4.57170 1.44264
H: 2.45761 -4.23441 -0.25955
H: 3.90681 -3.65809 0.58210
C: 2.73094 -1.56239 -1.53571
C: 3.60788 -0.51713 -2.21456
H: 1.86854 -1.81089 -2.17053
H: 3.27206 -2.49426 -1.34301
H: 3.50251 -0.61655 -3.30302
H: 3.30931 0.50160 -1.93340
H: 4.67168 -0.66196 -1.97154
C: 3.43664 -0.16593 0.89543
C: 4.75400 -0.93711 0.96534
H: 3.07508 0.04294 1.91578
H: 3.55697 0.80283 0.39040
H: 5.57505 -0.23487 1.14891
H: 4.78217 -1.64780 1.79884
H: 4.99795 -1.48391 0.04850
Br: -3.71578 0.29784 1.60887
P: -2.13676 -2.91624 -1.08249
C: -0.39857 -3.41512 -0.79638
C: -0.05016 -4.77312 -1.40358
H: -0.26860 -3.44260 0.29215
H: 0.24159 -2.61795 -1.20726
H: 1.03097 -4.85136 -1.56942
H: -0.34441 -5.58823 -0.72805
H: -0.56072 -4.91929 -2.36369
C: -2.76848 -2.86406 0.66460
C: -4.20216 -3.37451 0.68268
H: -2.71820 -1.81893 1.01509
H: -2.12335 -3.46845 1.31924
H: -4.57040 -3.42969 1.71038
H: -4.86686 -2.71790 0.11462
H: -4.24949 -4.37368 0.23824
C: -2.13344 -1.15930 -1.54398
C: -2.56178 -0.97943 -2.98472
H: -1.02652 -0.94846 -1.33955
H: -2.73632 -0.59152 -0.82903
H: -2.76667 0.07886 -3.18828
H: -1.75748 -1.31515 -3.65404
H: -3.46984 -1.56428 -3.19493
N: 0.36022 2.94272 7.04512
C: 1.15103 1.88985 6.62460
O: 2.21793 1.63554 7.15813
C: 0.64736 1.09705 5.44273
C: -0.53873 1.36556 4.73491
C: -0.96604 0.42474 3.77335
N: -0.22858 -0.62351 3.39714
C: 0.94672 -0.82185 3.99494
C: 1.40648 -0.00820 5.03754
H: 0.62609 3.37486 7.91797
H: -0.61460 2.99057 6.79776
H: -1.13455 2.26533 4.89058
H: -1.92741 0.53775 3.25225
H: 1.54875 -1.65927 3.64509
H: 2.34080 -0.25286 5.53118

=====

(3)
The following is a DFT calculation (ωB97M-V/def2-TZVPD) of a molecular structure, C31H44BrN3P2Zn at a distorted geometry.

## Properties
**E_LUMO (spin up / spin down)**: -0.2846 / -0.2830 Ha
**Energy relative to the best compared isomer or geometry (same formula, charge and spin)**: 2.944 eV
**Total charge**: +2
**Frontier orbital gap (spin up / spin down)**: 5.74 / 5.79 eV
**Electronic energy**: -6407.34672 a.u.

Element x y z (Å)
N: -5.32525 3.09380 -2.47816
C: -5.13540 3.20010 -1.16449
C: -4.04339 2.61763 -0.52580
C: -3.09512 1.90368 -1.29640
C: -3.33871 1.77599 -2.69003
C: -4.46242 2.41333 -3.22952
C: -1.83483 1.53395 -0.70754
Zn: -0.32803 0.28902 0.19778
P: 1.81135 -0.15693 0.46741
C: -0.81695 0.96686 -1.56098
C: 0.22404 1.84387 -2.12394
C: 0.81637 1.59668 -3.37949
C: 1.99828 2.25991 -3.69769
C: 2.59119 3.11559 -2.74879
C: 1.89838 3.50773 -1.58601
C: 0.68331 2.89333 -1.30197
Br: 4.30331 3.69927 -2.96865
H: -1.61294 2.08241 0.22651
H: -1.11436 0.12778 -2.20131
H: -3.89888 2.77318 0.54056
H: -2.63676 1.25510 -3.34818
H: -5.87164 3.77510 -0.60467
H: -4.66440 2.36208 -4.30645
H: 0.34028 0.89825 -4.07443
H: 0.11785 3.18641 -0.40654
H: 2.47090 2.10156 -4.66161
H: 2.31924 4.23310 -0.89211
P: -0.89737 -2.14808 -0.19175
C: 3.01368 1.18026 0.82068
C: 4.49077 0.81601 0.85840
H: 2.66994 1.56367 1.78781
H: 2.83870 1.98243 0.09207
H: 5.01223 1.59978 1.42709
H: 4.70161 -0.13883 1.33046
H: 4.93198 0.77860 -0.14385
C: 2.39056 -0.56518 -1.27613
C: 3.57117 -1.43555 -1.67090
H: 2.50229 0.42838 -1.74018
H: 1.49031 -0.98535 -1.74158
H: 3.38590 -1.82003 -2.68204
H: 4.50477 -0.87068 -1.72207
H: 3.70237 -2.30128 -1.02222
C: 1.96559 -1.05495 2.10238
C: 3.28000 -1.45530 2.75676
H: 1.32820 -1.94561 2.00891
H: 1.44150 -0.38934 2.82410
H: 3.09728 -1.74181 3.79753
H: 3.74619 -2.30918 2.25474
H: 3.98534 -0.62740 2.81034
C: -0.73904 -3.24533 1.27450
C: -1.29794 -4.65180 1.11443
H: -1.19392 -2.74301 2.14165
H: 0.33774 -3.33059 1.47693
H: -2.36565 -4.66071 0.88278
H: -0.75824 -5.21532 0.34867
H: -1.15678 -5.19052 2.05693
C: 0.05594 -3.10122 -1.46550
C: -0.25960 -2.76560 -2.91935
H: -0.13011 -4.16614 -1.26316
H: 1.12075 -2.92069 -1.26085
H: -1.32762 -2.87033 -3.14432
H: 0.06050 -1.75394 -3.19826
H: 0.27877 -3.46260 -3.57540
C: -2.64035 -2.32339 -0.74185
C: -3.64685 -1.85198 0.30027
H: -2.80835 -3.37671 -1.01798
H: -2.74934 -1.72269 -1.65831
H: -4.66362 -2.08506 -0.03505
H: -3.50722 -2.33649 1.27401
H: -3.59567 -0.76556 0.43572
N: 1.23933 4.17458 5.01621
C: 0.61830 3.26735 4.60881
C: -0.13679 2.14769 4.10453
C: -0.89630 1.33728 4.95653
C: -1.56962 0.24559 4.41991
C: -1.49420 0.02929 3.04511
N: -0.76547 0.81872 2.22780
C: -0.07221 1.85800 2.74859
H: -0.93879 1.58257 6.01209
H: -2.12767 -0.44206 5.05384
H: -1.98996 -0.82084 2.55798
H: 0.57153 2.43212 2.06475